Record 1
8
Properties=species:S:1:pos:R:3:forces:R:3 method="wB97M-V/def2-TZVPD" e_homo_ev=-12.65 energy_ha=-744.496731 charge=+1 de_lowest_ev=0.742 gap_ev=7.542
C -0.00141 0.93787 -0.46528 0.41 -4.52 -2.18
N -0.06550 2.10249 0.00844 -0.35 0.25 2.51
N 0.08952 -0.04000 -1.10046 -0.28 4.20 2.20
I -1.15049 -4.39955 1.82794 0.14 0.22 -0.18
I 0.53720 -2.63463 0.74100 -0.01 -0.52 0.38
H 0.30700 2.35308 0.92452 -0.29 -0.33 0.01
H 0.20806 2.68293 -0.70050 0.58 2.92 -2.12
H 0.07562 -1.00220 -1.23567 -0.22 -2.22 -0.62

Record 2
21
Properties=species:S:1:pos:R:3:forces:R:3 method="wB97M-V/def2-TZVPD" e_homo_ev=-7.91 energy_ha=-511.677439 charge=0 smiles="CN/C=C/[N+](=O)[O-].C=CN" de_lowest_ev=6.225 gap_ev=8.298
C -2.23777 2.14700 -0.35138 -1.57 0.49 3.25
N -1.14983 1.76261 0.55990 -3.11 0.21 1.88
C -0.06149 1.33144 0.00947 1.76 0.59 0.15
C 0.96355 0.66334 0.57249 -1.61 1.74 -1.78
N 2.11809 0.77024 -0.17061 1.65 0.64 0.86
O 3.08196 0.14569 0.23416 0.82 -1.16 0.14
O 2.21764 1.57790 -1.08036 -0.19 0.15 -0.99
H -1.75857 2.53770 -1.18147 0.48 0.57 -1.95
H -2.83119 1.25086 -0.51985 -0.27 0.26 -0.56
H -2.89934 2.97856 0.10557 1.08 -1.42 -0.63
H -1.41160 1.50167 1.53137 0.41 0.16 -1.21
H 0.09951 1.78717 -0.94601 0.25 -0.25 -0.62
H 0.88788 0.09138 1.41896 0.45 -1.23 1.76
C -0.72300 -2.13958 -0.44176 -0.89 0.84 0.77
C 0.57530 -1.90876 -0.24376 -1.53 -0.99 -1.76
N 1.26882 -2.65380 0.59514 2.59 -3.72 3.00
H -1.38457 -1.52884 -1.02817 0.14 0.16 -0.38
H -1.21584 -2.70128 0.35297 -0.03 -0.35 -0.43
H 1.23681 -1.29218 -0.79039 -0.06 0.71 -0.86
H 2.27459 -2.70710 0.44395 -0.44 0.39 0.15
H 0.94902 -3.61403 0.92979 0.05 2.20 -0.79

Record 3
16
Properties=species:S:1:pos:R:3:forces:R:3 method="wB97M-V/def2-TZVPD" e_homo_ev="-17.61 / -17.61" spin_multiplicity=2 energy_ha=-378.928085 charge=+2 de_lowest_ev=1.559 gap_ev="7.594 / 2.689"
O 1.83661 -1.93348 0.24928 -0.72 0.11 0.14
C 2.52565 -1.66395 -0.69393 0.37 -0.06 -0.12
O 2.66949 -0.40096 -1.09772 -0.41 0.08 -0.22
H 3.09192 -2.40344 -1.27712 -0.04 -0.03 0.09
H 3.09861 -0.36977 -1.96334 0.34 0.09 0.03
C -0.86253 2.12907 1.07271 0.23 -0.66 0.00
N -1.60989 -1.16736 -0.29569 0.12 0.27 -0.49
C -1.07531 -0.22505 0.41073 0.62 -0.73 0.33
N -1.48315 1.06367 0.34954 -0.23 0.69 -0.34
H -0.51508 2.88210 0.33773 -0.23 0.17 0.06
H -0.04201 1.74893 1.66494 0.19 0.00 0.15
H -1.62339 2.60631 1.71751 -0.13 0.26 -0.14
H -2.29060 -0.99601 -1.05234 -0.02 -0.22 0.38
H -1.22932 -2.12292 -0.20688 -0.08 0.14 -0.01
H -0.23758 -0.47616 1.06540 -0.01 -0.02 0.04
H -2.25342 1.32901 -0.28082 -0.01 -0.09 0.08